{"formula": "C24H32N6O5", "method": "ωB97M-V/def2-TZVPD", "orbital_gap_ev": 9.051, "largest_force_ev_per_a": 1.4, "charge": 0, "e_above_lowest_ev": 0.000, "smiles": "CCOCCCN(C(=O)Cn1nnc(-c2ccc(C)o2)n1)[C@H](C(=O)NC1CCCC1)c1ccco1", "species": ["C", "C", "O", "C", "C", "H", "H", "C", "N", "C", "O", "C", "N", "N", "N", "C", "N", "C", "C", "C", "C", "O", "C", "H", "H", "H", "H", "H", "H", "H", "C", "C", "C", "C", "C", "O", "H", "H", "H", "H", "C", "O", "N", "H", "C", "C", "H", "H", "C", "H", "H", "C", "H", "H", "C", "H", "H", "H", "H", "H", "H", "H", "H", "H", "H", "H", "H"], "coordinates": [[-0.046, -5.190, -0.777], [1.004, -4.581, -1.691], [1.597, -3.488, -1.022], [2.530, -2.767, -1.794], [2.992, -1.564, -0.977], [3.767, -1.034, -1.531], [3.430, -1.924, -0.045], [1.806, -0.634, -0.659], [1.906, -0.032, 0.656], [1.590, -0.646, 1.817], [1.761, -0.135, 2.904], [0.915, -2.026, 1.716], [-0.487, -1.828, 1.509], [-1.409, -2.237, 2.337], [-2.547, -1.884, 1.859], [-2.296, -1.240, 0.701], [-0.983, -1.188, 0.466], [-3.282, -0.711, -0.193], [-3.182, -0.413, -1.529], [-4.456, 0.049, -1.918], [-5.242, 0.003, -0.799], [-4.534, -0.462, 0.245], [-6.664, 0.372, -0.582], [-6.743, 1.129, 0.197], [-7.235, -0.497, -0.260], [-7.089, 0.760, -1.503], [-4.753, 0.368, -2.897], [-2.313, -0.536, -2.144], [1.021, -2.525, 2.681], [1.322, -2.642, 0.911], [2.464, 1.314, 0.738], [3.715, 1.439, -0.068], [3.956, 1.955, -1.308], [5.337, 1.757, -1.554], [5.826, 1.131, -0.451], [4.854, 0.933, 0.452], [6.810, 0.791, -0.196], [5.882, 2.045, -2.430], [3.250, 2.441, -1.948], [2.715, 1.476, 1.796], [1.451, 2.415, 0.361], [1.809, 3.561, 0.199], [0.175, 2.007, 0.269], [-0.064, 1.032, 0.385], [-0.922, 2.920, 0.050], [-1.566, 2.771, -1.334], [-1.590, 1.712, -1.593], [-1.003, 3.299, -2.101], [-2.993, 3.313, -1.174], [-3.097, 4.286, -1.652], [-3.711, 2.637, -1.637], [-3.244, 3.428, 0.342], [-3.222, 4.475, 0.646], [-4.211, 3.016, 0.628], [-2.091, 2.679, 1.005], [-2.306, 1.609, 1.044], [-1.887, 3.027, 2.015], [-0.518, 3.929, 0.177], [0.875, -1.198, -0.727], [1.762, 0.179, -1.385], [3.387, -3.408, -2.050], [2.062, -2.434, -2.733], [1.775, -5.324, -1.946], [0.543, -4.234, -2.629], [0.414, -5.520, 0.151], [-0.513, -6.041, -1.264], [-0.810, -4.454, -0.544]]}


{"formula": "C24H33BN17S3W", "method": "ωB97M-V/def2-TZVPD", "orbital_gap_ev": [6.259, 4.213], "largest_force_ev_per_a": 0.7, "charge": 2, "e_above_lowest_ev": 0.306, "spin_multiplicity": 4, "species": ["W", "C", "C", "C", "C", "N", "N", "B", "N", "C", "C", "C", "C", "N", "N", "C", "C", "C", "C", "N", "N", "C", "C", "C", "C", "N", "H", "H", "H", "H", "H", "H", "H", "H", "H", "H", "H", "H", "H", "H", "H", "H", "H", "H", "H", "H", "C", "C", "S", "C", "C", "S", "C", "C", "S", "H", "H", "H", "H", "H", "H", "H", "H", "H", "H", "H", "H", "N", "C", "N", "N", "N", "N", "C", "N", "N", "N", "N", "H"], "coordinates": [[-0.910, -0.080, -1.012], [-2.794, 1.283, 1.931], [-1.600, 0.418, 2.118], [-1.091, -0.011, 3.330], [-0.107, -0.939, 3.015], [-0.025, -1.038, 1.693], [-0.909, -0.180, 1.106], [0.895, -1.976, 0.838], [1.810, -1.018, 0.000], [3.126, -0.837, 0.056], [3.508, -0.057, -1.024], [2.345, 0.191, -1.745], [2.352, 0.840, -3.088], [1.282, -0.344, -1.088], [0.015, -2.768, -0.163], [-0.023, -4.088, -0.391], [-0.971, -4.347, -1.355], [-1.499, -3.114, -1.718], [-2.569, -2.866, -2.721], [-0.878, -2.155, -0.996], [1.588, -2.913, 1.775], [0.976, -3.859, 2.545], [1.920, -4.436, 3.346], [3.123, -3.771, 3.018], [4.485, -4.007, 3.580], [2.916, -2.856, 2.089], [-2.826, 2.042, 2.711], [-2.830, 1.749, 0.947], [-3.693, 0.674, 2.023], [-1.438, 0.258, 4.311], [0.520, -1.544, 3.648], [3.689, -1.333, 0.829], [4.511, 0.205, -1.313], [3.066, 0.298, -3.710], [1.398, 0.794, -3.599], [2.722, 1.865, -3.032], [0.624, -4.754, 0.152], [-1.250, -5.305, -1.754], [-2.910, -3.823, -3.109], [-3.429, -2.367, -2.272], [-2.205, -2.282, -3.565], [-0.083, -4.046, 2.467], [1.777, -5.223, 4.063], [4.443, -4.739, 4.384], [5.158, -4.387, 2.813], [4.905, -3.086, 3.981], [-1.587, 4.466, 1.039], [-1.758, 4.155, -0.440], [-1.047, 2.671, -1.253], [0.556, 3.223, -1.861], [1.630, 3.491, -0.818], [1.779, 2.201, 0.416], [2.082, 3.135, 1.884], [0.732, 3.678, 2.471], [0.013, 5.093, 1.626], [-1.898, 3.646, 1.674], [-2.281, 5.284, 1.249], [-1.371, 4.968, -1.057], [-2.822, 4.077, -0.668], [0.409, 4.136, -2.441], [0.849, 2.451, -2.569], [1.425, 4.418, -0.276], [2.619, 3.594, -1.279], [2.778, 3.950, 1.686], [2.526, 2.446, 2.602], [0.996, 3.984, 3.486], [0.007, 2.867, 2.553], [-3.410, 0.926, -3.194], [-3.820, 0.427, -1.981], [-5.062, 0.276, -1.608], [-4.969, -0.345, -0.401], [-3.770, -0.554, -0.063], [-2.952, -0.034, -1.047], [-2.248, 0.474, -3.768], [-2.035, 0.373, -5.051], [-0.814, -0.220, -5.139], [-0.322, -0.468, -4.003], [-1.196, 0.003, -3.040], [-4.156, 1.141, -3.845]]}


{"formula": "C24H33BrNO4P2Pd", "method": "ωB97M-V/def2-TZVPD", "orbital_gap_ev": [6.593, 4.681], "largest_force_ev_per_a": 3.1, "charge": 1, "spin_multiplicity": 5, "species": ["C", "C", "N", "C", "C", "C", "C", "P", "Pd", "P", "C", "C", "C", "C", "C", "C", "C", "O", "O", "H", "H", "H", "C", "C", "H", "H", "H", "H", "C", "C", "H", "H", "H", "H", "H", "H", "H", "H", "H", "H", "H", "H", "H", "H", "H", "H", "H", "H", "H", "H", "H", "H", "Br", "C", "C", "C", "C", "C", "C", "C", "O", "O", "H", "H", "H", "H"], "coordinates": [[-0.848, 3.900, -1.757], [-0.932, 2.536, -1.395], [-0.012, 2.045, -0.493], [0.808, 2.871, 0.173], [0.813, 4.237, -0.072], [-0.003, 4.747, -1.075], [-1.886, 1.655, -1.862], [-2.125, 0.121, -1.066], [-0.044, -0.217, -0.039], [2.009, 0.537, 0.977], [1.680, 2.280, 1.255], [0.023, -2.275, 0.185], [-1.068, -2.858, 0.798], [-1.083, -4.247, 0.999], [0.022, -5.013, 0.614], [1.117, -4.404, -0.001], [1.121, -3.013, -0.210], [-0.666, 0.641, -4.600], [0.107, -1.499, -3.071], [-1.448, 4.207, -2.605], [1.434, 4.890, 0.544], [-0.012, 5.804, -1.301], [-3.481, 0.556, 0.078], [-2.800, -1.253, -2.062], [2.633, 2.789, 1.364], [1.184, 2.333, 2.224], [-1.172, 0.937, -3.818], [-2.667, 2.036, -2.536], [2.524, -0.199, 2.555], [3.494, 0.483, -0.076], [-1.912, -2.259, 1.142], [-1.934, -4.719, 1.497], [0.034, -6.099, 0.776], [1.998, -4.983, -0.298], [1.978, -2.504, -0.656], [0.609, -0.753, -1.674], [0.630, -2.210, -3.481], [0.096, -0.819, -3.750], [0.100, 1.224, -4.847], [1.149, -0.434, -1.251], [-4.346, 0.836, -0.541], [-3.713, -0.283, 0.741], [-3.162, 1.423, 0.670], [-3.669, -0.885, -2.631], [-2.042, -1.636, -2.761], [-3.116, -2.082, -1.405], [4.319, 0.975, 0.460], [3.755, -0.561, -0.301], [3.283, 1.012, -1.012], [3.521, 0.179, 2.826], [1.787, 0.053, 3.330], [2.551, -1.293, 2.454], [-1.787, 3.119, 2.730], [-1.899, 1.991, 4.248], [-2.376, 2.559, 5.442], [-2.408, 1.808, 6.636], [-1.943, 0.483, 6.633], [-1.500, -0.092, 5.433], [-1.480, 0.640, 4.233], [-0.940, -0.092, 3.013], [-0.332, -1.147, 3.196], [-1.173, 0.527, 1.901], [-2.724, 3.585, 5.438], [-2.765, 2.279, 7.555], [-1.945, -0.104, 7.557], [-1.137, -1.120, 5.423]]}


> Which formula does entry 2 have?

C24H33BN17S3W


Repeat the third record exactly.
{"formula": "C24H33BrNO4P2Pd", "method": "ωB97M-V/def2-TZVPD", "orbital_gap_ev": [6.593, 4.681], "largest_force_ev_per_a": 3.1, "charge": 1, "spin_multiplicity": 5, "species": ["C", "C", "N", "C", "C", "C", "C", "P", "Pd", "P", "C", "C", "C", "C", "C", "C", "C", "O", "O", "H", "H", "H", "C", "C", "H", "H", "H", "H", "C", "C", "H", "H", "H", "H", "H", "H", "H", "H", "H", "H", "H", "H", "H", "H", "H", "H", "H", "H", "H", "H", "H", "H", "Br", "C", "C", "C", "C", "C", "C", "C", "O", "O", "H", "H", "H", "H"], "coordinates": [[-0.848, 3.900, -1.757], [-0.932, 2.536, -1.395], [-0.012, 2.045, -0.493], [0.808, 2.871, 0.173], [0.813, 4.237, -0.072], [-0.003, 4.747, -1.075], [-1.886, 1.655, -1.862], [-2.125, 0.121, -1.066], [-0.044, -0.217, -0.039], [2.009, 0.537, 0.977], [1.680, 2.280, 1.255], [0.023, -2.275, 0.185], [-1.068, -2.858, 0.798], [-1.083, -4.247, 0.999], [0.022, -5.013, 0.614], [1.117, -4.404, -0.001], [1.121, -3.013, -0.210], [-0.666, 0.641, -4.600], [0.107, -1.499, -3.071], [-1.448, 4.207, -2.605], [1.434, 4.890, 0.544], [-0.012, 5.804, -1.301], [-3.481, 0.556, 0.078], [-2.800, -1.253, -2.062], [2.633, 2.789, 1.364], [1.184, 2.333, 2.224], [-1.172, 0.937, -3.818], [-2.667, 2.036, -2.536], [2.524, -0.199, 2.555], [3.494, 0.483, -0.076], [-1.912, -2.259, 1.142], [-1.934, -4.719, 1.497], [0.034, -6.099, 0.776], [1.998, -4.983, -0.298], [1.978, -2.504, -0.656], [0.609, -0.753, -1.674], [0.630, -2.210, -3.481], [0.096, -0.819, -3.750], [0.100, 1.224, -4.847], [1.149, -0.434, -1.251], [-4.346, 0.836, -0.541], [-3.713, -0.283, 0.741], [-3.162, 1.423, 0.670], [-3.669, -0.885, -2.631], [-2.042, -1.636, -2.761], [-3.116, -2.082, -1.405], [4.319, 0.975, 0.460], [3.755, -0.561, -0.301], [3.283, 1.012, -1.012], [3.521, 0.179, 2.826], [1.787, 0.053, 3.330], [2.551, -1.293, 2.454], [-1.787, 3.119, 2.730], [-1.899, 1.991, 4.248], [-2.376, 2.559, 5.442], [-2.408, 1.808, 6.636], [-1.943, 0.483, 6.633], [-1.500, -0.092, 5.433], [-1.480, 0.640, 4.233], [-0.940, -0.092, 3.013], [-0.332, -1.147, 3.196], [-1.173, 0.527, 1.901], [-2.724, 3.585, 5.438], [-2.765, 2.279, 7.555], [-1.945, -0.104, 7.557], [-1.137, -1.120, 5.423]]}